{
  "formula": "C4H5BeFO2",
  "method": "wB97M-V/def2-TZVPD",
  "symbols": ["O", "C", "O", "C", "C", "C", "F", "H", "H", "H", "H", "H", "Be"],
  "xyz": [[-0.823214, 0.682106, 2.367427], [-0.659198, 0.034072, 1.410920], [-1.562085, -0.135748, 0.298541], [-0.792289, 0.125264, -0.787021], [0.757218, 0.057454, -0.429215], [0.571145, -0.778298, 0.936057], [0.185361, -1.990311, 0.543389], [-1.036149, -0.448967, -1.674675], [-0.970479, 1.310743, -0.909338], [1.140337, 1.041972, -0.125645], [1.407080, -0.571346, -1.049456], [1.440229, -0.786165, 1.581959], [0.342045, 1.459224, -2.162942]],
  "forces_ev_per_a": [[-0.355, -0.280, -0.584], [0.530, -0.810, 0.984], [0.123, 0.879, -0.038], [0.951, 0.343, -0.539], [-0.339, 0.196, -0.793], [-0.230, 0.804, -0.051], [0.158, -0.399, 0.096], [-0.671, -0.126, -0.069], [-0.076, 0.408, -1.497], [0.515, 0.037, 0.146], [0.056, 0.036, -0.167], [0.116, 0.083, 0.118], [-0.780, -1.170, 2.396]],
  "nbo_charge": [-0.314, 0.710, -0.403, -0.115, -0.777, 0.222, -0.259, 0.263, 0.087, 0.269, 0.335, 0.270, 1.714],
  "lumo_ha": -0.5412,
  "e_homo_ev": -19.836,
  "fmax_ev_per_a": 2.78,
  "total_charge": 2
}

---

{
  "formula": "C4H5Br",
  "method": "wB97M-V/def2-TZVPD",
  "symbols": ["C", "C", "C", "C", "Br", "H", "H", "H", "H", "H"],
  "xyz": [[1.671659, -0.335501, 0.031182], [0.273019, -0.829813, 0.186767], [2.464502, 0.748015, -0.416559], [-0.748962, -1.446924, 0.475107], [-3.845179, 0.278250, 0.099608], [2.373795, -1.122176, 0.265800], [2.129879, 1.707395, -0.634632], [3.510947, 0.738054, -0.247993], [-3.216692, 0.353250, 1.343964], [-1.683106, -1.820751, 0.393814]],
  "forces_ev_per_a": [[1.864, 1.250, -1.078], [0.162, 0.167, 0.383], [-3.389, -3.011, 2.122], [4.306, 2.547, -1.159], [-0.374, 0.000, -0.553], [-0.232, -0.543, 0.352], [-1.106, 1.410, -0.722], [0.821, -0.722, -0.088], [0.305, 0.054, 0.546], [-2.358, -1.151, 0.198]],
  "nbo_charge": [-0.257, -0.030, -0.329, -0.213, -0.196, 0.214, 0.188, 0.198, 0.200, 0.224],
  "smiles": "C#CC=C.Br",
  "lumo_ha": 0.0149,
  "e_homo_ev": -9.411,
  "fmax_ev_per_a": 5.14,
  "e_above_lowest_kj_mol": 203.6
}

---

{
  "formula": "C4H5Br",
  "method": "wB97M-V/def2-TZVPD",
  "symbols": ["C", "C", "C", "C", "Br", "H", "H", "H", "H", "H"],
  "xyz": [[0.216565, -1.140077, -0.284643], [0.377310, 1.071204, -0.296912], [0.499898, 0.030659, 0.729745], [-0.682709, 0.032500, -0.229337], [-2.478462, -0.004827, 0.144481], [0.791612, -1.299242, -1.121378], [-0.128834, -2.065302, 0.184991], [0.003620, 2.116133, -0.237158], [1.140020, 0.881481, -1.075991], [0.260982, 0.377468, 2.186198]],
  "forces_ev_per_a": [[-1.652, -0.035, 3.727], [0.002, 1.495, -1.871], [-2.075, 0.688, 3.885], [1.858, -0.973, 0.329], [-0.866, 0.331, 0.084], [1.760, -0.043, -1.746], [-0.076, 0.281, -0.144], [0.718, -0.783, 0.686], [-0.582, 0.782, -0.103], [0.913, -1.743, -4.848]],
  "nbo_charge": [-0.375, -0.427, -0.179, -0.201, 0.105, 0.198, 0.220, 0.237, 0.191, 0.231],
  "lumo_ha": 0.0252,
  "e_homo_ev": -8.892,
  "fmax_ev_per_a": 5.23,
  "e_above_lowest_kj_mol": 297.8
}